[1]
{"formula": "C12H7CrN3O10", "method": "the ωB97M-V functional and the def2-TZVPD basis", "species": ["O", "Cr", "H", "O", "O", "H", "O", "H", "C", "N", "O", "O", "O", "N", "C", "C", "C", "C", "O", "H", "O", "H", "H", "H", "C", "C", "O", "C", "C", "N", "C", "C", "C"], "xyz": [[0.15, 0.67, 1.92], [-0.52, 0.15, 0.25], [-2.71, 4.87, -0.23], [1.08, 0.90, -0.44], [-0.45, 5.00, 3.31], [-0.05, 4.10, 3.38], [-1.83, -2.95, -2.22], [2.85, -4.38, -0.95], [1.89, -1.26, -0.10], [-1.31, 2.01, 0.29], [-2.58, -1.69, 1.17], [-1.80, -0.80, 0.97], [0.43, 2.39, 3.31], [-2.07, 2.85, -0.42], [-0.89, 2.69, 1.36], [-2.15, 4.05, 0.18], [-1.39, 3.99, 1.34], [-1.24, 5.15, 2.27], [-1.45, -0.84, -1.53], [-2.48, 2.57, -1.29], [3.28, 0.71, 0.01], [0.46, -4.44, -1.68], [3.82, -2.20, -0.18], [-2.58, -2.55, -2.69], [-1.18, -2.05, -1.54], [-0.02, 1.91, 2.30], [-1.79, 6.19, 2.01], [0.86, -3.60, -1.13], [2.75, -2.33, -0.31], [0.60, -1.44, -0.23], [2.21, -3.53, -0.77], [0.07, -2.49, -0.86], [2.19, 0.25, -0.09]], "nbo_charge": [-0.570, 1.061, 0.273, -0.601, -0.645, 0.512, -0.598, 0.256, 0.152, -0.279, -0.072, 0.102, -0.537, -0.274, 0.082, 0.071, -0.216, 0.777, -0.584, 0.440, -0.474, 0.265, 0.274, 0.529, 0.810, 0.776, -0.543, -0.158, -0.168, -0.372, -0.115, 0.073, 0.755], "charge": 1, "homo_ha": [-0.484, -0.484], "energy_ha": -2422.295816, "gap_ha": [0.2417, 0.2508], "s_squared": 0.81, "max_force_ev_per_a": 3.1, "spin_multiplicity": 2}

[2]
{"formula": "C6H15FO3Zn", "method": "the ωB97M-V functional and the def2-TZVPD basis", "species": ["H", "H", "C", "H", "C", "H", "C", "O", "C", "H", "C", "H", "H", "H", "H", "H", "H", "H", "H", "O", "H", "Zn", "H", "F", "O", "C"], "xyz": [[2.88, -4.39, 2.10], [3.39, -5.90, 2.88], [-2.52, -3.56, 6.34], [1.30, -0.64, 4.16], [2.80, -0.24, 5.56], [0.50, -5.04, 2.30], [2.65, -5.45, 2.22], [-1.33, -4.16, 5.99], [-3.10, -2.69, 5.25], [-2.39, -1.89, 5.01], [1.26, -5.68, 2.79], [3.74, -0.63, 5.98], [2.25, 0.14, 6.43], [2.79, -5.94, 1.25], [-2.39, -2.94, 7.24], [3.16, 0.61, 4.97], [-4.04, -2.27, 5.63], [2.70, -1.57, 3.95], [1.00, -6.75, 2.73], [1.15, -5.31, 4.12], [-3.21, -4.40, 6.54], [0.67, -4.16, 5.67], [-3.39, -3.18, 4.32], [1.80, -4.95, 7.07], [1.53, -2.30, 5.49], [2.00, -1.26, 4.76]], "nbo_charge": [0.194, 0.197, -0.020, 0.074, -0.622, 0.121, -0.631, -1.044, -0.624, 0.204, -0.032, 0.178, 0.180, 0.151, 0.105, 0.153, 0.151, 0.082, 0.099, -1.052, 0.100, 1.785, 0.182, -0.932, -1.002, -0.001], "charge": -2, "homo_ha": -0.024, "energy_ha": -2342.480542, "gap_ha": 0.2442, "max_force_ev_per_a": 2.7}

[3]
{"formula": "C17H30CeN6O4S3", "method": "the ωB97M-V functional and the def2-TZVPD basis", "species": ["H", "O", "H", "H", "H", "N", "S", "H", "C", "H", "C", "H", "H", "C", "H", "H", "C", "N", "H", "C", "H", "O", "C", "H", "N", "H", "N", "C", "C", "H", "H", "H", "H", "C", "C", "C", "C", "H", "C", "O", "C", "N", "Ce", "H", "H", "S", "O", "H", "H", "C", "H", "H", "H", "N", "H", "S", "H", "H", "C", "C", "H"], "xyz": [[-0.10, 4.43, -2.39], [-0.95, 0.50, -1.28], [0.35, -5.01, 0.74], [-0.18, 4.89, 1.00], [-3.24, 1.99, 0.51], [4.94, -0.86, 0.55], [-1.85, -2.04, -0.01], [-3.23, 1.06, -1.01], [-1.06, -3.68, -0.13], [2.36, -1.41, -3.42], [-0.22, -4.14, 1.05], [-2.28, -2.95, 2.16], [-5.35, 2.33, -0.63], [-1.86, 2.72, -0.99], [-0.29, -0.84, 4.55], [-4.56, 2.81, -2.13], [-1.60, 3.96, -0.15], [4.94, -2.52, -1.12], [1.12, -0.48, 3.53], [0.15, -0.98, 3.56], [-2.19, 2.28, -3.08], [1.63, 3.23, 1.14], [-3.22, 2.07, -0.59], [-0.52, 3.89, -4.01], [6.89, -1.74, -0.19], [-0.43, -3.57, -1.02], [2.70, -0.24, 1.25], [-0.79, 1.67, -0.81], [-1.85, 3.13, -2.49], [-2.77, -0.94, 3.45], [3.92, -2.49, -1.22], [1.02, -2.86, 4.05], [-3.14, -0.02, 1.99], [1.76, -0.93, -2.65], [-0.47, 3.58, -2.97], [-2.67, -2.09, 1.62], [5.56, -1.71, -0.28], [-4.45, 3.85, -0.71], [-4.47, 2.82, -1.05], [-2.41, 4.84, -0.02], [-2.50, -0.80, 2.41], [-0.36, 4.05, 0.46], [0.81, -0.37, -0.10], [7.44, -2.31, -0.80], [-2.56, 3.95, -2.61], [1.02, -2.93, 1.67], [1.85, -1.64, -1.43], [0.27, 2.77, -2.90], [-0.62, -3.01, 3.43], [3.73, -0.58, 0.78], [7.35, -1.11, 0.45], [0.73, -0.92, -3.01], [-1.83, -4.42, -0.33], [0.35, 1.89, -0.15], [2.13, 0.11, -2.54], [-0.85, -0.01, 2.38], [-3.73, -2.25, 1.44], [-0.83, -4.44, 1.90], [0.32, -2.47, 3.31], [0.61, 3.08, 0.51], [5.46, -3.18, -1.68]], "mulliken_charge": [0.314, -0.870, 0.470, 0.300, 0.241, -0.641, 0.086, 0.306, -0.805, 0.368, -0.821, 0.307, 0.462, 2.520, 0.638, 0.350, -0.021, -0.259, 0.387, -0.897, 0.408, -0.578, -0.714, 0.485, -0.350, 0.339, -0.329, 0.150, -1.158, 0.574, 0.113, 0.563, 0.359, -0.843, -1.132, -0.726, 0.679, 0.350, -1.515, -0.556, -0.933, 0.048, 0.069, 0.200, 0.540, 0.106, -0.342, 0.175, 0.357, 0.762, 0.249, 0.322, 0.552, -0.060, 0.418, 0.207, 0.578, 0.550, -0.729, 0.149, 0.230], "charge": 2, "homo_ha": -0.549, "energy_ha": -2964.610191, "gap_ha": 0.2599, "max_force_ev_per_a": 1.9}

[4]
{"formula": "C7H8N2O", "method": "the ωB97M-V functional and the def2-TZVPD basis", "species": ["O", "H", "N", "C", "H", "H", "H", "H", "H", "C", "H", "C", "C", "H", "N", "C", "C", "C"], "xyz": [[1.49, -1.76, 0.80], [1.60, 1.25, 0.93], [3.09, 0.09, 1.83], [-2.40, 0.45, -1.39], [0.35, -1.33, -1.84], [-2.79, 1.60, 0.30], [-1.63, -0.96, -3.10], [-3.14, 0.77, -2.03], [2.83, -0.35, 2.63], [-1.49, -0.36, -2.03], [3.42, -0.69, 1.59], [-0.10, -0.22, -0.10], [-0.32, -0.73, -1.28], [-0.71, 0.96, 1.38], [1.87, 0.31, 1.24], [-2.20, 0.94, -0.11], [1.14, -0.65, 0.65], [-1.01, 0.67, 0.53]], "nbo_charge": [-0.622, 0.380, -0.595, -0.227, 0.223, 0.203, 0.227, 0.212, 0.337, -0.174, 0.346, -0.134, -0.189, 0.193, -0.458, -0.183, 0.635, -0.176], "smiles": "NNC(=O)c1ccccc1", "homo_ha": -0.356, "energy_ha": -456.179044, "gap_ha": 0.3871, "max_force_ev_per_a": 9.9}

[5]
{"formula": "C3H6N4O", "method": "the ωB97M-V functional and the def2-TZVPD basis", "species": ["H", "C", "N", "H", "C", "N", "C", "N", "H", "H", "O", "H", "H", "N"], "xyz": [[0.88, -2.00, 0.17], [2.08, -0.38, -0.08], [0.76, -0.93, 0.03], [2.75, -1.21, -0.27], [-1.20, 0.62, 0.05], [-2.51, 0.44, -0.13], [-0.62, -0.68, 0.07], [2.27, 0.80, 0.05], [-2.65, -0.64, -0.17], [-3.41, 1.16, -0.01], [-1.26, -1.70, 0.06], [0.35, 1.48, 0.42], [3.15, 1.26, -0.24], [-0.60, 1.80, 0.05]], "nbo_charge": [0.403, 0.311, -0.648, 0.155, 0.259, -0.810, 0.626, -0.666, 0.426, 0.434, -0.581, 0.353, 0.381, -0.643], "smiles": "[H]/N=C/NC(=O)/C(N)=N\\[H]", "homo_ha": -0.325, "energy_ha": -412.114533, "gap_ha": 0.3339, "max_force_ev_per_a": 6.1}

[6]
{"formula": "C24H38AlBr27IO3", "method": "the ωB97M-V functional and the def2-TZVPD basis", "species": ["H", "C", "H", "C", "H", "C", "C", "H", "Br", "C", "Br", "C", "H", "H", "I", "H", "Br", "C", "H", "O", "C", "C", "H", "C", "H", "Br", "Br", "C", "C", "C", "C", "H", "C", "H", "Br", "H", "H", "O", "Br", "Br", "C", "Br", "Br", "Br", "H", "H", "H", "H", "Br", "C", "Br", "H", "Br", "H", "H", "C", "Br", "C", "H", "H", "H", "Br", "Br", "Br", "H", "Br", "Br", "H", "C", "H", "Br", "H", "Br", "Br", "H", "H", "H", "Al", "H", "C", "C", "H", "C", "Br", "H", "Br", "H", "H", "Br", "H", "C", "Br", "H", "O"], "xyz": [[-3.03, 4.03, 0.41], [-2.06, 2.59, 4.41], [-1.31, 4.45, 5.24], [-1.02, -1.48, -0.75], [-0.17, -1.63, 3.46], [-3.10, 2.67, 2.05], [-2.13, 1.97, 3.02], [-2.84, 8.82, 1.88], [-6.82, 6.97, -1.04], [-3.01, 7.89, 2.39], [-0.31, -3.12, -4.23], [1.72, -3.23, 1.86], [-1.19, 2.19, 4.93], [-3.53, 2.01, -0.73], [2.90, 2.24, -0.17], [1.24, -4.00, 1.25], [-4.28, -2.96, 2.36], [-1.70, -0.14, -1.12], [3.02, -4.14, 3.40], [-0.12, -4.83, 3.87], [1.57, -2.74, -4.18], [6.25, -2.12, -7.17], [2.65, -2.93, 1.39], [1.96, -0.53, -10.69], [1.68, -1.66, -4.15], [0.59, 0.84, -3.78], [5.91, -1.94, -5.29], [1.99, -3.80, 3.29], [-1.94, 4.13, 4.42], [2.91, 0.26, 6.21], [-2.51, 2.15, -0.40], [7.25, -1.74, -7.36], [1.39, 0.12, 1.67], [-1.52, 4.47, 3.48], [0.65, -0.28, -12.08], [-1.05, 0.36, -1.84], [0.02, -1.45, -1.08], [2.47, -0.68, -0.34], [-6.61, 3.93, -0.13], [2.40, -3.43, -2.60], [-1.18, -1.92, 0.72], [2.69, 1.15, -10.11], [4.53, -6.14, 0.71], [2.38, 1.40, -6.36], [1.70, -6.15, 2.24], [-3.64, 3.48, 2.53], [6.87, -5.40, 1.02], [-7.22, 4.89, -2.33], [4.19, -0.75, 5.19], [2.16, 0.20, 0.42], [-1.37, 6.88, 2.32], [1.73, -3.04, 4.01], [-3.61, -4.72, -0.21], [-1.34, -3.00, 0.71], [-2.50, 0.41, 0.81], [-4.29, -4.71, 1.59], [3.70, 1.86, 6.95], [-2.46, 3.17, 0.75], [2.36, 2.53, -4.15], [-2.45, 0.94, 3.15], [2.14, 0.20, 2.46], [-3.52, 8.31, 4.20], [5.03, -1.04, -8.20], [1.34, 0.64, 5.18], [-2.92, 2.29, 5.00], [-4.42, 6.97, 1.45], [3.74, 0.56, -3.61], [-2.65, -0.31, -1.62], [-1.88, 0.82, 0.03], [-3.63, -5.33, 2.19], [6.02, -5.07, 3.32], [2.77, -1.10, -11.11], [-4.76, 5.02, -2.47], [-6.04, -5.52, 1.68], [-2.92, 4.57, 4.53], [-3.86, 1.94, 1.77], [-1.49, -2.25, -1.38], [0.41, -1.66, 1.94], [-1.14, 1.90, 2.59], [-6.47, 5.16, -1.60], [5.93, -5.01, 1.39], [2.61, -0.35, 7.04], [2.28, 1.49, -4.43], [1.25, -1.53, -9.21], [-0.89, 1.07, 0.41], [2.46, -3.34, -5.79], [-2.04, -1.50, 1.20], [-1.87, 2.55, -1.18], [6.21, -3.96, -7.73], [-1.43, 3.47, 0.90], [1.03, -4.93, 3.50], [5.76, -3.21, 0.75], [0.78, 1.01, 1.79], [1.58, -6.18, 3.20]], "mulliken_charge": [-0.002, -0.557, 0.423, 0.312, -0.423, -0.803, 0.355, 0.366, -0.053, -0.392, -0.046, -0.072, -0.074, 0.329, -0.261, 0.411, 0.009, -0.205, -0.146, -0.532, 0.688, -0.428, 0.148, -0.301, -0.694, 0.021, 0.025, 0.142, -0.855, -0.354, -1.286, 0.371, 0.045, -0.130, -0.065, -1.006, -0.052, -0.298, -0.016, 0.048, 0.266, -0.084, -0.017, 0.018, 0.308, 0.432, 0.371, 0.372, -0.049, -0.014, 0.000, 0.178, -0.039, 0.438, 0.477, -0.337, -0.079, -0.178, 0.400, 0.221, 0.552, -0.039, 0.040, 0.072, 0.426, 0.076, 0.013, 0.470, 0.915, 0.393, -0.044, 0.361, -0.002, -0.086, 0.333, 0.411, 0.038, -0.801, -0.199, -0.365, -0.370, 0.391, -0.415, 0.052, -0.488, -0.070, -0.299, 0.321, -0.034, 0.381, 0.181, 0.000, -0.057, -0.487], "charge": -1, "homo_ha": -0.194, "energy_ha": -71201.486741, "gap_ha": 0.2382, "max_force_ev_per_a": 2.5}

> What is the formula in the third record?

C17H30CeN6O4S3